C30H30FN5O9SeV | ωB97M-V/def2-TZVPD

Last column: Löwdin spin population.
CARTESIAN COORDINATES (ANGSTROEM)
C  3.378  -3.326  -0.837  -0.001
C  0.648  2.644  3.331  0.001
H  1.697  -1.832  3.378  0.000
C  -2.501  0.155  0.244  0.001
H  4.458  2.484  4.931  0.000
C  -2.368  -2.081  -3.484  0.001
C  -3.182  -2.668  -2.316  0.000
O  1.813  0.946  1.306  -0.061
C  1.754  -1.620  -1.635  -0.001
H  6.277  -6.490  0.612  0.000
C  1.846  -2.319  0.764  0.002
H  -3.058  -3.749  -2.240  0.000
H  -1.918  -0.706  3.475  0.000
H  0.687  5.471  6.335  0.000
O  0.742  -1.772  1.045  0.014
F  3.301  -2.431  5.325  0.000
H  4.637  -6.468  1.271  0.000
H  -1.537  4.036  5.095  0.000
H  -0.676  -0.908  4.511  0.000
C  2.727  4.862  6.656  0.004
H  5.009  -6.831  -1.476  0.000
H  6.262  -5.487  2.884  0.000
C  1.501  4.837  6.024  0.000
C  -1.525  -1.030  -2.754  0.001
C  2.349  -2.453  -0.560  0.002
C  4.739  -4.059  2.431  0.000
C  -2.541  -1.953  -1.114  0.000
C  2.413  3.083  4.591  0.005
V  -0.070  -0.289  -0.129  0.880
H  -2.981  -1.657  -4.272  0.000
C  1.355  3.934  4.976  0.005
C  5.902  -4.909  2.035  0.000
H  -2.553  -2.513  -0.174  0.000
H  4.720  4.102  6.788  0.000
H  -0.490  -1.257  2.904  0.000
N  0.285  3.636  4.157  0.006
C  3.826  -3.661  1.430  0.002
Se  -0.580  1.760  2.131  0.116
O  -1.714  2.385  -2.586  -0.001
H  -4.246  -2.450  -2.398  0.000
O  1.761  -1.871  -2.809  -0.002
H  -1.711  -2.828  -3.928  0.000
O  -1.487  -0.468  0.758  -0.016
C  -2.442  0.118  -2.269  0.004
C  4.989  -5.043  -0.299  0.000
O  1.187  -0.563  -1.103  -0.025
H  3.658  -3.478  -1.871  0.000
C  2.723  -2.850  1.789  0.001
H  -0.616  -0.711  -3.272  0.000
H  6.723  -4.273  1.692  0.000
C  4.549  -3.641  3.731  0.001
C  -0.989  4.301  4.189  0.001
N  4.033  -3.993  0.107  0.004
C  4.338  -5.992  -1.303  0.000
H  5.843  -4.536  -0.763  0.000
H  3.405  -6.377  -0.897  0.000
N  -0.911  -0.610  3.568  0.028
C  -1.566  1.373  -1.966  0.008
O  -2.898  1.196  0.710  -0.002
H  2.872  5.532  7.488  0.000
H  -4.163  -0.421  -0.980  0.000
C  3.649  3.130  5.224  0.001
C  5.457  -5.839  0.915  0.000
C  3.783  4.032  6.259  0.004
H  -0.834  5.381  4.183  0.000
N  0.599  0.827  1.144  -0.044
O  -0.710  1.164  -1.024  0.049
O  -1.199  -1.710  -1.539  0.002
H  5.255  -3.910  4.499  0.000
C  3.452  -2.848  4.065  0.001
C  -3.077  -0.510  -1.004  0.001
H  4.133  -5.526  -2.262  0.000
C  2.535  -2.461  3.120  0.000
H  -1.584  4.021  3.314  0.001
H  -3.175  0.414  -3.020  0.000
H  2.430  1.630  3.005  0.000
N  1.920  2.298  3.578  0.006

Net charge = +2
HOMO level (spin up / spin down) = -13.911 / -13.935 eV
Relative energy (zero: lowest compared OMol25 entry of this formula, charge and spin) = 398.3 kJ/mol
Spin multiplicity = 2
Electronic energy = -151212.47583 eV
Kohn-Sham gap (spin up / spin down) = 6.566 / 5.731 eV

C30H30FN6O8S2Tb | ωB97M-V/def2-TZVPD

Last column: Löwdin spin population.
CARTESIAN COORDINATES (ANGSTROEM)
H  -0.198  0.415  -4.998  0.000
C  0.727  1.914  3.946  -0.001
H  -2.382  -5.096  0.762  0.000
C  4.366  1.802  -1.382  0.000
H  5.878  2.009  -2.877  0.000
N  1.789  0.755  -4.477  0.001
H  2.684  1.519  -0.085  0.000
C  0.493  0.587  -4.187  0.000
H  -4.422  -2.048  3.528  0.000
C  2.177  -3.239  0.900  0.000
F  5.213  2.140  -0.400  0.000
Tb  -1.221  -0.224  0.212  6.099
H  2.141  2.497  5.478  0.000
H  -5.608  -2.187  2.217  0.000
C  0.546  -0.458  5.372  0.000
H  -3.269  -3.240  2.121  0.000
H  -0.880  -1.068  3.873  0.000
C  1.481  -0.485  -6.602  0.000
H  -6.430  0.452  1.626  0.000
C  -1.511  -3.309  1.085  -0.001
C  -5.615  0.991  1.172  0.000
N  -1.042  1.155  2.423  -0.012
H  -2.660  2.755  -0.441  0.000
C  0.800  0.872  -1.805  -0.001
H  2.526  -2.799  1.835  0.000
O  2.718  1.734  7.669  0.000
H  -0.809  -5.196  1.228  0.000
C  -5.853  2.162  0.482  0.000
C  1.361  0.565  5.804  0.000
H  1.988  -0.692  -7.541  0.000
O  -2.211  0.658  -3.868  0.001
C  -1.581  0.479  -2.841  0.000
H  3.894  -0.661  -5.429  0.000
H  2.755  -4.130  0.663  0.000
C  4.509  1.376  -5.134  0.000
N  -2.530  -2.602  1.824  -0.001
H  5.574  1.149  -5.145  0.000
C  -0.215  -0.287  4.226  0.000
C  2.659  1.098  -3.465  0.000
C  -0.043  0.633  -2.931  0.000
O  3.296  -0.570  7.041  0.000
H  2.049  1.584  -6.369  0.000
H  0.497  -1.353  5.969  0.000
H  0.793  2.833  3.379  0.000
H  1.475  -1.396  -6.007  0.000
C  2.192  1.150  -2.135  0.000
H  4.371  2.352  -5.608  0.000
C  4.844  1.768  -2.690  0.000
N  -3.272  1.146  0.667  -0.011
H  -0.971  2.149  2.187  0.000
C  3.062  1.497  -1.094  0.000
O  -2.041  0.189  -1.693  -0.014
O  1.222  -0.117  8.274  0.000
H  -6.856  2.550  0.397  0.000
H  4.063  0.256  -6.928  0.000
O  0.139  -1.547  1.284  -0.013
C  -4.971  -1.494  2.767  0.000
C  -0.141  0.915  3.530  0.000
S  -1.369  -2.841  -0.737  -0.015
N  -2.891  -1.359  1.444  -0.015
S  2.256  0.388  7.385  0.000
H  -1.993  0.995  2.770  0.000
C  -4.785  2.825  -0.121  0.000
H  -5.602  -0.767  3.268  0.000
C  -3.523  2.276  0.010  -0.001
O  0.828  -3.690  1.043  -0.001
C  4.006  1.425  -3.726  0.000
H  0.458  -0.212  -6.842  0.000
C  -4.311  0.483  1.240  -0.001
C  3.730  0.314  -5.893  0.000
C  -0.122  -2.758  1.121  -0.003
C  1.481  1.736  5.094  0.000
C  2.237  0.623  -5.869  0.000
C  -4.010  -0.816  1.833  0.001
H  2.257  -2.504  0.095  0.000
O  0.411  0.926  -0.603  -0.014
H  -4.938  3.734  -0.679  0.000
N  -1.672  -4.686  1.359  -0.001

HOMO level (spin up / spin down) = -7.005 / -7.005 eV
Spin multiplicity = 7
Electronic energy = -103744.12701 eV
Kohn-Sham gap (spin up / spin down) = 5.531 / 5.533 eV

C30H30N4O8RuSi | ωB97M-V/def2-TZVPD

Last column: Löwdin charge in e.
CARTESIAN COORDINATES (ANGSTROEM)
H  -4.348  -1.676  -4.780  0.104
H  2.718  -2.570  -1.260  0.112
O  -0.278  1.582  7.318  0.098
C  3.230  0.366  5.627  -0.105
H  0.243  -3.830  -0.004  0.080
Ru  0.713  -0.165  -0.624  1.201
C  2.123  2.355  -1.020  -0.699
C  -2.955  4.902  -1.822  -0.079
H  2.401  -4.895  -1.957  0.079
H  -1.898  -2.231  -0.984  0.096
H  -2.639  0.617  3.004  0.106
Si  -1.162  0.626  -1.730  0.744
O  3.255  0.015  1.457  0.029
O  4.363  0.353  7.628  0.090
O  1.005  -0.016  1.488  -0.130
H  -0.436  -1.005  -6.388  0.105
C  -1.649  -0.219  -3.314  -0.282
N  2.725  0.041  -1.158  -0.056
H  -0.108  3.287  -2.674  0.106
C  0.760  -1.844  -1.884  -0.273
H  2.026  -3.813  -3.308  0.078
H  -2.953  -3.180  1.026  0.109
C  -1.142  -0.926  -5.570  -0.076
H  0.719  -4.566  -2.391  0.082
H  1.103  -1.498  -2.863  0.043
H  -4.641  4.010  -0.834  0.103
C  1.715  -4.122  -2.308  -0.083
H  -3.673  -0.605  -2.676  0.105
H  -2.735  -1.883  -6.645  0.103
O  -1.312  1.339  5.450  0.075
C  1.685  -2.935  -1.346  -0.509
H  1.182  -2.535  0.741  0.055
C  -1.622  -0.268  -0.129  -0.345
C  -1.799  2.361  -1.707  -0.266
H  -3.330  -1.757  3.012  0.112
N  -0.315  1.301  6.143  -0.350
C  -2.040  -1.609  -0.107  -0.090
H  -0.221  -2.297  -2.077  0.049
C  -1.854  0.524  1.010  -0.098
H  -3.395  5.889  -1.859  0.103
C  -2.433  -1.417  -5.716  -0.082
O  5.444  -0.209  5.858  0.093
C  -2.858  -1.338  2.132  -0.040
O  2.479  3.507  -1.011  0.074
C  2.165  0.088  2.024  -0.556
C  2.134  0.324  3.512  -0.079
H  1.920  -4.120  0.471  0.082
C  -2.647  -2.143  1.016  -0.059
C  3.288  0.156  4.262  0.089
H  3.963  1.635  -1.478  0.143
H  -1.130  5.506  -2.782  0.108
H  0.258  0.044  -4.277  0.100
H  2.051  0.917  7.339  0.135
O  0.967  1.898  -0.621  -0.185
C  0.947  0.911  5.492  -0.105
N  4.450  0.174  6.433  -0.353
C  -1.685  4.686  -2.343  -0.068
C  -1.112  3.426  -2.288  -0.079
C  -0.753  -0.336  -4.377  -0.115
H  3.022  -0.587  -1.897  0.101
C  0.953  0.703  4.128  0.087
H  -1.524  1.556  1.009  0.120
C  -2.950  -0.698  -3.481  -0.093
C  -3.653  3.850  -1.246  -0.079
N  2.986  1.378  -1.563  0.040
C  1.238  -3.380  0.048  -0.080
C  -3.339  -1.302  -4.669  -0.080
H  3.205  -0.159  -0.267  0.070
C  -2.471  -0.001  2.131  -0.054
H  4.213  -0.130  3.784  0.135
C  -3.077  2.587  -1.192  -0.101
H  -3.635  1.776  -0.735  0.101
C  2.073  0.752  6.273  0.090
H  0.052  0.822  3.548  0.118

HOMO level (spin up / spin down) = -8.656 / -8.707 eV
Relative energy (zero: lowest compared OMol25 entry of this formula, charge and spin) = 0.0 kJ/mol
Electronic energy = -64391.59059 eV
Kohn-Sham gap (spin up / spin down) = 7.390 / 7.575 eV

Q: The highest electronic energy belongs to which entry?
A: C30H30N4O8RuSi

Q: Which of these has the lowest electronic energy?
A: C30H30FN5O9SeV

Q: The lowest electronic energy belongs to which entry?
A: C30H30FN5O9SeV